(1)
Here is a cluster of 11 separate species, C38H85N3O28P6S2 in total from OMol25. Energies are from ωB97M-V/def2-TZVPD.

Atoms and positions in Å:
C  7.876  2.180  -5.391
O  6.727  1.672  -4.719
P  5.248  1.823  -5.283
O  4.636  3.148  -5.149
O  5.408  1.387  -6.817
C  5.376  0.064  -7.314
O  4.465  0.628  -4.558
C  3.050  0.560  -4.781
H  8.524  2.589  -4.621
H  7.594  3.003  -6.054
H  8.336  1.415  -6.015
H  4.602  -0.012  -8.079
H  5.174  -0.699  -6.559
H  6.344  -0.171  -7.759
H  2.697  1.297  -5.499
H  2.465  0.722  -3.872
H  2.861  -0.477  -5.054
C  2.699  3.165  1.374
O  2.897  4.521  1.796
P  3.513  4.864  3.234
O  2.557  4.859  4.336
O  4.758  3.863  3.386
C  5.830  3.957  2.466
O  4.234  6.277  3.041
C  3.435  7.460  3.215
H  2.748  2.485  2.223
H  3.378  2.910  0.566
H  1.661  3.110  1.036
H  6.638  4.560  2.885
H  5.533  4.319  1.480
H  6.261  2.976  2.262
H  2.416  7.183  3.472
H  3.433  8.007  2.271
H  3.892  8.110  3.957
C  -2.298  -1.104  2.516
O  -3.446  -0.332  2.164
P  -4.436  0.180  3.332
O  -5.529  0.964  2.769
O  -4.796  -1.148  4.133
C  -5.712  -2.079  3.551
O  -3.494  0.944  4.345
C  -4.018  1.432  5.581
H  -1.465  -0.403  2.443
H  -2.112  -1.965  1.872
H  -2.230  -1.517  3.526
H  -5.097  -2.958  3.333
H  -6.264  -1.726  2.683
H  -6.417  -2.440  4.302
H  -4.473  0.635  6.176
H  -4.889  2.053  5.344
H  -3.263  1.965  6.141
C  1.911  -2.176  1.490
O  0.745  -2.967  1.741
P  0.544  -3.452  3.256
O  0.335  -2.364  4.204
O  1.771  -4.383  3.601
C  2.144  -5.455  2.749
O  -0.712  -4.465  3.158
C  -1.148  -5.109  4.381
H  1.679  -1.113  1.423
H  2.423  -2.530  0.595
H  2.642  -2.238  2.302
H  1.482  -5.533  1.884
H  2.004  -6.439  3.212
H  3.211  -5.413  2.541
H  -1.944  -4.465  4.755
H  -0.367  -5.205  5.135
H  -1.499  -6.084  4.053
C  -8.376  2.266  -1.134
O  -7.687  1.532  -2.146
P  -6.607  0.421  -1.739
O  -6.954  -0.523  -0.674
O  -5.271  1.268  -1.541
C  -4.985  1.877  -0.258
O  -6.345  -0.310  -3.147
C  -5.628  0.304  -4.198
H  -8.044  3.301  -1.062
H  -8.258  1.823  -0.144
H  -9.437  2.240  -1.373
H  -4.148  1.373  0.231
H  -5.842  1.759  0.401
H  -4.629  2.897  -0.388
H  -4.602  -0.069  -4.242
H  -5.441  1.370  -4.001
H  -6.213  0.299  -5.114
C  -4.349  -2.096  -0.269
O  -3.068  -2.750  -0.397
P  -2.941  -3.846  -1.556
O  -3.690  -5.082  -1.299
O  -3.352  -3.052  -2.895
C  -3.380  -3.782  -4.132
O  -1.331  -4.007  -1.593
C  -0.714  -4.632  -0.480
H  -4.191  -1.029  -0.409
H  -4.745  -2.238  0.732
H  -5.136  -2.396  -0.959
H  -4.280  -3.512  -4.679
H  -3.374  -4.863  -4.002
H  -2.507  -3.461  -4.700
H  -0.557  -5.713  -0.531
H  -1.177  -4.335  0.460
H  0.314  -4.259  -0.455
O  3.935  0.324  1.273
S  4.864  0.466  0.158
O  5.656  1.663  -0.012
C  5.986  -0.984  0.266
C  5.585  -1.871  -0.931
C  5.004  -0.967  -2.040
C  4.035  -0.013  -1.377
H  5.787  -1.490  1.205
H  6.973  -0.527  0.240
H  6.384  -2.485  -1.343
H  4.814  -2.569  -0.591
H  4.494  -1.555  -2.801
H  5.876  -0.501  -2.498
H  3.123  -0.515  -1.054
H  3.751  0.924  -1.851
O  -0.226  1.088  0.730
S  0.048  0.904  -0.677
O  1.320  1.379  -1.202
C  -0.377  -0.804  -1.216
C  -0.901  -0.557  -2.592
C  -1.961  0.532  -2.383
C  -1.363  1.676  -1.593
H  -1.187  -1.180  -0.589
H  0.513  -1.430  -1.155
H  -0.113  -0.192  -3.260
H  -1.375  -1.369  -3.143
H  -2.909  0.218  -1.945
H  -2.223  0.845  -3.400
H  -1.986  2.018  -0.769
H  -0.984  2.531  -2.149
C  -2.939  4.951  0.972
C  -3.482  4.745  2.257
C  -2.832  3.655  2.831
N  -1.860  3.231  1.963
C  -1.884  4.055  0.890
H  -3.242  5.690  0.251
H  -4.339  5.275  2.643
H  -2.923  3.095  3.741
H  -1.195  2.480  2.093
H  -1.193  3.962  0.066
C  1.909  -2.510  -3.366
C  1.182  -2.972  -4.458
C  1.130  -4.354  -4.363
N  1.735  -4.681  -3.169
C  2.244  -3.574  -2.579
H  2.134  -1.465  -3.223
H  0.867  -2.322  -5.260
H  0.723  -5.148  -4.963
H  1.746  -5.609  -2.790
H  2.771  -3.624  -1.639
C  -0.366  2.131  6.042
C  0.237  2.484  4.790
C  0.685  1.335  4.207
N  0.361  0.270  5.031
C  -0.209  0.789  6.157
H  -0.808  2.847  6.715
H  0.388  3.501  4.461
H  1.096  1.130  3.231
H  0.395  -0.702  4.723
H  -0.478  0.138  6.977

Output
SMILES ... COP(=O)(OC)OC.COP(=O)(OC)OC.COP(=O)(OC)OC.COP(=O)(OC)OC.COP(=O)(OC)OC.COP(=O)(OC)OC.O=S1(=O)CCCC1.O=S1(=O)CCCC1.c1cc[nH]c1.c1cc[nH]c1.c1cc[nH]c1
E_HOMO ... -7.30 eV
E ... -180000.8207 eV
Molar mass ... 1282.07 g mol⁻¹

(2)
Here is a structure of composition C38H86O30P6S from OMol25. Energies are from ωB97M-V/def2-TZVPD.

Atoms and positions in Å:
C  2.397  -2.327  -0.238
C  2.617  -2.750  -1.738
C  1.207  -3.042  -2.297
C  3.210  -1.472  -2.440
C  3.587  -3.961  -1.698
C  3.711  -4.830  -2.988
C  5.002  -5.713  -2.779
C  2.565  -5.881  -3.148
C  3.958  -4.022  -4.281
C  2.992  -3.710  -5.234
C  3.282  -2.944  -6.364
C  4.562  -2.481  -6.608
O  4.938  -1.747  -7.715
C  4.390  -0.431  -7.687
C  5.551  0.576  -7.469
O  5.057  1.890  -7.219
C  5.318  2.262  -5.864
C  4.440  1.560  -4.806
C  3.061  2.248  -4.663
C  2.222  1.928  -5.924
O  0.909  2.373  -5.520
S  0.708  1.492  -4.156
O  -0.333  2.179  -3.470
O  0.338  0.129  -4.335
O  2.212  1.719  -3.619
C  5.553  -2.775  -5.661
C  5.256  -3.517  -4.525
H  1.597  -1.580  -0.128
H  3.331  -1.803  0.052
H  2.309  -3.185  0.443
H  0.559  -2.155  -2.214
H  1.190  -3.466  -3.306
H  0.736  -3.803  -1.639
H  3.146  -0.577  -1.803
H  2.547  -1.260  -3.302
H  4.209  -1.633  -2.871
H  3.213  -4.639  -0.907
H  4.576  -3.612  -1.360
H  5.853  -5.125  -2.404
H  4.783  -6.460  -1.994
H  5.268  -6.196  -3.730
H  2.133  -6.106  -2.159
H  2.938  -6.811  -3.606
H  1.752  -5.517  -3.790
H  1.966  -4.060  -5.124
H  2.501  -2.685  -7.089
H  3.954  -0.181  -8.671
H  3.587  -0.321  -6.947
H  6.134  0.591  -8.408
H  6.242  0.201  -6.694
H  6.388  2.115  -5.638
H  5.150  3.356  -5.813
H  4.246  0.495  -5.030
H  4.997  1.558  -3.853
H  3.340  3.309  -4.546
H  2.125  0.826  -5.864
H  2.608  2.286  -6.881
H  6.578  -2.425  -5.813
H  6.088  -3.673  -3.838
C  -0.328  2.082  2.675
O  -1.446  1.291  3.098
P  -1.127  -0.351  3.377
O  -0.867  -0.649  1.913
O  -2.699  -0.568  3.750
C  -3.734  0.271  3.240
O  -0.770  -1.912  3.865
C  -1.731  -2.936  3.650
H  -0.644  3.123  2.649
H  0.503  1.982  3.375
H  -0.009  1.783  1.677
H  -3.583  0.512  2.189
H  -3.796  1.177  3.842
H  -4.682  -0.259  3.337
H  -2.097  -2.912  2.621
H  -2.563  -2.847  4.346
H  -1.239  -3.892  3.831
C  -5.515  -3.851  -0.905
O  -6.735  -3.104  -0.970
P  -6.957  -1.954  0.250
O  -7.095  -3.019  1.322
O  -8.403  -1.513  -0.339
C  -9.210  -2.398  -1.120
O  -6.963  -0.734  1.404
C  -8.200  -0.344  1.979
H  -5.448  -4.462  -1.804
H  -4.655  -3.182  -0.868
H  -5.516  -4.503  -0.032
H  -9.206  -3.411  -0.722
H  -8.866  -2.384  -2.152
H  -10.235  -2.028  -1.103
H  -8.762  -1.218  2.314
H  -8.794  0.237  1.275
H  -7.980  0.289  2.839
C  -13.966  -4.867  -4.073
O  -14.322  -5.289  -2.749
P  -13.795  -4.299  -1.501
O  -12.317  -4.525  -1.651
O  -14.473  -5.303  -0.414
C  -14.574  -6.708  -0.636
O  -13.741  -3.071  -0.384
C  -13.488  -3.390  0.979
H  -14.466  -5.524  -4.781
H  -14.292  -3.842  -4.251
H  -12.888  -4.943  -4.218
H  -13.667  -7.114  -1.082
H  -15.441  -6.917  -1.260
H  -14.729  -7.189  0.330
H  -12.622  -4.048  1.069
H  -14.359  -3.850  1.441
H  -13.281  -2.456  1.501
C  -0.041  2.461  6.460
O  1.335  2.860  6.527
P  1.784  3.711  7.910
O  0.973  4.949  7.612
O  3.303  3.846  7.334
C  3.590  3.877  5.939
O  2.292  4.225  9.412
C  3.318  5.203  9.493
H  -0.162  1.826  5.584
H  -0.320  1.894  7.348
H  -0.687  3.332  6.357
H  2.874  4.488  5.391
H  3.613  2.861  5.548
H  4.583  4.310  5.810
H  3.103  6.048  8.836
H  4.289  4.774  9.248
H  3.355  5.556  10.525
C  5.592  -0.038  14.824
O  5.685  1.097  13.951
P  4.663  1.078  12.622
O  5.268  -0.087  11.893
O  5.252  2.506  12.111
C  6.606  2.890  12.336
O  3.286  1.253  11.719
C  3.375  1.892  10.451
H  6.214  0.156  15.696
H  4.564  -0.189  15.151
H  5.956  -0.934  14.321
H  7.294  2.061  12.175
H  6.709  3.290  13.343
H  6.851  3.684  11.630
H  4.191  1.471  9.857
H  3.510  2.954  10.571
H  2.434  1.726  9.923
C  5.544  8.588  -9.305
O  5.065  8.440  -7.960
P  3.967  7.198  -7.711
O  2.829  7.739  -8.525
O  3.844  7.580  -6.135
C  3.970  8.922  -5.670
O  3.378  5.668  -7.447
C  2.374  5.480  -6.458
H  6.328  9.342  -9.301
H  5.959  7.649  -9.671
H  4.738  8.917  -9.960
H  3.456  9.626  -6.322
H  5.024  9.178  -5.575
H  3.519  8.976  -4.679
H  1.563  6.200  -6.577
H  2.798  5.559  -5.458
H  1.970  4.476  -6.573

Output
E_HOMO ... -8.76 eV
E ... -168783.5245 eV
Molar mass ... 1240.99 g mol⁻¹

(3)
Here is a cluster of 8 separate species, C38H88F8N6O16S4 in total from OMol25. Energies are from ωB97M-V/def2-TZVPD.

Atoms and positions in Å:
N  2.767  -1.611  1.167
S  1.990  -1.138  -0.022
O  2.826  -0.914  -1.238
O  0.671  -0.515  0.052
F  1.471  -2.622  -0.365
S  2.712  -0.099  1.879
O  1.619  -0.023  2.832
O  2.978  1.073  1.011
F  4.010  -0.241  2.797
C  -2.630  0.200  -6.974
C  -1.724  -0.701  -6.231
C  -0.855  -1.481  -7.123
C  0.027  -2.539  -6.416
N  1.125  -3.175  -7.417
C  1.857  -4.346  -6.774
C  3.220  -4.536  -7.380
C  3.689  -3.028  -7.535
C  2.361  -2.148  -7.552
C  0.614  -3.606  -8.796
H  -2.109  1.094  -7.317
H  -3.477  0.350  -6.304
H  -2.972  -0.323  -7.867
H  -2.362  -1.367  -5.650
H  -1.124  -0.167  -5.493
H  -0.266  -0.792  -7.728
H  -1.452  -1.926  -7.918
H  -0.441  -3.482  -6.134
H  0.574  -2.241  -5.522
H  1.305  -5.286  -6.793
H  1.876  -3.925  -5.769
H  3.249  -5.069  -8.331
H  3.818  -5.182  -6.737
H  4.427  -2.805  -8.306
H  4.181  -2.651  -6.638
H  2.264  -1.531  -8.445
H  2.359  -1.527  -6.656
H  1.459  -4.088  -9.289
H  0.321  -2.729  -9.373
H  -0.229  -4.277  -8.632
C  -0.294  6.621  -6.093
C  0.502  5.773  -5.110
C  0.134  6.043  -3.651
C  0.690  7.297  -3.080
N  -0.224  7.951  -1.973
C  0.607  9.119  -1.343
C  1.300  8.625  -0.151
C  0.756  7.185  0.114
C  -0.459  6.956  -0.776
C  -1.555  8.525  -2.619
H  -0.060  6.425  -7.139
H  -0.092  7.674  -5.898
H  -1.383  6.598  -6.063
H  1.509  6.153  -5.278
H  0.480  4.692  -5.255
H  0.459  5.163  -3.096
H  -0.949  6.089  -3.535
H  0.803  8.092  -3.817
H  1.669  7.008  -2.698
H  -0.119  9.859  -1.006
H  1.281  9.627  -2.033
H  1.028  9.185  0.744
H  2.381  8.725  -0.247
H  0.490  7.129  1.169
H  1.562  6.457  0.013
H  -1.352  7.470  -0.422
H  -0.676  5.925  -1.055
H  -1.254  9.300  -3.323
H  -2.213  9.119  -1.984
H  -2.130  7.756  -3.134
C  8.312  -0.795  0.853
O  8.214  -1.970  1.702
C  7.799  -3.124  0.980
C  7.699  -4.223  2.101
N  6.792  -3.736  3.209
H  7.192  -2.837  3.439
H  5.921  -3.453  2.783
C  6.572  -4.667  4.323
C  7.504  -4.152  5.467
O  8.867  -4.080  5.129
C  9.732  -3.475  6.098
H  7.319  -0.408  0.621
H  8.850  -0.944  -0.084
H  8.792  0.056  1.336
H  8.501  -3.529  0.251
H  6.858  -2.883  0.487
H  8.681  -4.235  2.573
H  7.363  -5.149  1.634
H  6.855  -5.646  3.936
H  5.573  -4.755  4.751
H  7.278  -4.642  6.415
H  7.122  -3.148  5.655
H  9.733  -4.027  7.039
H  9.437  -2.427  6.155
H  10.785  -3.469  5.815
C  -3.085  0.686  9.027
O  -3.287  1.861  8.315
C  -2.277  2.112  7.323
C  -2.850  3.263  6.522
N  -3.206  4.406  7.491
H  -3.745  4.018  8.252
H  -2.276  4.546  7.860
C  -3.837  5.575  6.815
C  -4.684  6.445  7.783
O  -4.198  6.665  9.071
C  -5.069  7.416  9.904
H  -4.130  0.525  9.292
H  -2.744  0.965  10.024
H  -2.524  -0.074  8.484
H  -2.086  1.229  6.714
H  -1.475  2.402  8.002
H  -3.620  2.839  5.877
H  -2.056  3.707  5.922
H  -4.484  5.244  6.003
H  -2.944  6.161  6.599
H  -5.593  5.865  7.939
H  -5.088  7.340  7.309
H  -4.394  7.651  10.728
H  -5.866  6.707  10.126
H  -5.506  8.339  9.523
C  -8.112  -4.603  -0.287
O  -7.084  -5.614  -0.115
C  -6.125  -5.649  -1.187
C  -4.784  -6.358  -0.764
N  -4.316  -5.892  0.601
H  -5.115  -6.106  1.180
H  -3.496  -6.444  0.806
C  -3.996  -4.344  0.668
C  -3.709  -3.884  2.200
O  -3.011  -4.825  2.958
C  -1.591  -4.831  2.988
H  -8.806  -4.756  0.539
H  -8.522  -4.725  -1.290
H  -7.711  -3.638  0.022
H  -5.869  -4.638  -1.504
H  -6.624  -6.142  -2.021
H  -3.925  -6.207  -1.418
H  -4.986  -7.343  -0.342
H  -4.835  -3.821  0.209
H  -3.096  -4.177  0.076
H  -4.651  -3.855  2.748
H  -3.253  -2.896  2.254
H  -1.364  -3.934  3.565
H  -1.057  -4.844  2.039
H  -1.236  -5.656  3.606
C  -5.975  1.960  -0.620
F  -6.744  1.236  0.186
F  -4.724  1.398  -0.835
F  -6.640  2.020  -1.742
S  -5.773  3.810  0.075
O  -7.051  4.241  0.566
O  -4.794  3.702  1.154
O  -5.363  4.633  -1.057
C  2.707  -7.978  -1.051
F  2.787  -8.204  0.337
F  3.151  -6.779  -1.549
F  3.558  -8.849  -1.648
S  0.911  -8.253  -1.709
O  0.541  -7.099  -2.539
O  0.842  -9.543  -2.454
O  0.095  -8.453  -0.494

Output
E_HOMO ... -9.86 eV
E ... -147586.8930 eV
Molar mass ... 1165.40 g mol⁻¹
Total charge ... +2